The molecule C18H28N6O4. Source: the Open Molecules 2025 dataset; level of theory: ωB97M-V with the def2-TZVPD basis set.

## Properties
Multiplicity = 1
LUMO level = 0.60 eV
Highest occupied orbital energy = -8.32 eV
HOMO-LUMO gap = 8.9 eV
SMILES = Cn1c(=O)c2c(nc(CN3CCOCC3)n2CCN2CCOCC2)n(C)c1=O

Positions of all 56 atoms, in Å:
1 C -0.982 -1.046 4.661
2 N -0.564 -0.177 3.572
3 C 0.481 0.684 3.884
4 O 0.981 0.685 4.988
5 N 0.916 1.530 2.886
6 C 0.319 1.489 1.667
7 N 0.603 2.248 0.589
8 C -0.242 1.850 -0.349
9 N -1.062 0.861 0.074
10 C -0.720 0.614 1.385
11 C -1.245 -0.290 2.360
12 O -2.164 -1.078 2.206
13 C -2.093 0.170 -0.656
14 H -2.741 0.910 -1.135
15 H -2.678 -0.397 0.071
16 C -1.546 -0.774 -1.756
17 N -0.923 -2.002 -1.341
18 C 0.369 -1.884 -0.696
19 C 1.018 -3.270 -0.692
20 O 0.223 -4.198 0.004
21 C -1.061 -4.285 -0.572
22 C -1.762 -2.925 -0.596
23 H -2.725 -3.020 -1.102
24 H -1.932 -2.594 0.440
25 H -1.619 -4.998 0.037
26 H -0.978 -4.666 -1.601
27 H 1.983 -3.248 -0.182
28 H 1.160 -3.603 -1.732
29 H 0.990 -1.180 -1.253
30 H 0.288 -1.542 0.349
31 H -2.395 -1.044 -2.392
32 H -0.820 -0.215 -2.354
33 C -0.294 2.462 -1.705
34 N 0.348 1.614 -2.702
35 C 0.085 2.068 -4.058
36 C 0.716 1.077 -5.037
37 O 2.103 0.965 -4.832
38 C 2.375 0.553 -3.513
39 C 1.786 1.529 -2.496
40 H 1.979 1.178 -1.481
41 H 2.262 2.516 -2.620
42 H 3.461 0.511 -3.422
43 H 1.954 -0.450 -3.344
44 H 0.584 1.415 -6.066
45 H 0.238 0.093 -4.910
46 H -0.995 2.102 -4.220
47 H 0.504 3.073 -4.236
48 H -1.339 2.594 -2.002
49 H 0.185 3.452 -1.640
50 C 1.994 2.461 3.139
51 H 1.659 3.474 2.921
52 H 2.844 2.225 2.498
53 H 2.275 2.368 4.186
54 H -1.796 -1.666 4.292
55 H -0.145 -1.666 4.980
56 H -1.314 -0.445 5.507

Cartesian forces, eV/Å:
-0.1 -0.2 0.2
-0.1 -0.2 0.1
0.2 0.2 -0.1
0.1 -0.1 0.3
0.0 0.0 0.1
-1.0 -0.7 -0.6
0.4 0.3 0.2
-0.2 -0.1 0.1
0.4 0.3 0.3
0.6 0.5 0.3
0.0 0.1 -0.3
-0.1 0.0 0.0
-0.4 -0.5 -0.7
0.0 0.0 0.1
0.0 0.2 -0.1
-0.1 0.2 0.1
0.0 -0.1 0.1
0.2 -0.4 0.0
0.2 0.4 0.0
0.0 0.0 0.2
-0.4 0.1 -0.1
0.2 -0.3 0.0
-0.1 0.0 0.0
-0.1 0.0 -0.1
0.0 0.0 -0.1
0.0 0.0 0.1
0.0 0.0 -0.1
0.0 0.1 0.1
0.0 0.0 0.0
0.1 0.0 -0.1
0.0 0.1 0.0
-0.2 -0.1 0.0
0.0 -0.1 -0.2
0.1 0.3 0.0
0.1 -0.3 -0.2
-0.3 0.2 0.0
0.1 0.1 -0.1
0.1 0.1 0.4
0.2 -0.3 -0.2
0.1 0.0 0.0
0.0 0.0 0.1
-0.1 0.0 0.1
0.1 0.1 0.0
-0.1 0.0 0.1
0.0 0.1 0.0
0.0 0.0 0.0
-0.1 0.0 0.0
0.0 0.1 0.0
-0.1 -0.1 0.0
0.2 0.2 0.1
0.1 0.0 0.0
0.0 0.0 0.0
0.0 0.0 -0.1
0.1 0.1 0.1
-0.1 0.0 0.0
0.0 -0.1 0.0

=====

A structure of composition C18H28O10Sr. Source: the Open Molecules 2025 dataset; level of theory: ωB97M-V with the def2-TZVPD basis set.

## Properties
Multiplicity = 1
LUMO level = 0.01 eV
Highest occupied orbital energy = -7.87 eV
HOMO-LUMO gap = 7.9 eV

Positions of all 57 atoms, in Å:
1 Sr -0.349 0.351 0.238
2 C 3.537 0.135 -0.612
3 C 3.404 0.846 -1.942
4 O 2.342 1.785 -1.994
5 C 2.501 2.976 -1.232
6 C 1.802 2.931 0.106
7 O 0.446 2.504 -0.016
8 C -0.486 3.328 -0.748
9 C -0.795 2.663 -2.086
10 O -1.415 1.416 -1.742
11 C -1.602 0.429 -2.762
12 C -0.348 -0.415 -2.959
13 O 0.018 -0.961 -1.681
14 C 1.168 -1.818 -1.657
15 C 1.891 -1.642 -0.321
16 O 2.296 -0.293 -0.088
17 H 3.963 0.807 0.135
18 H 4.230 -0.707 -0.719
19 H 3.199 0.135 -2.740
20 H 4.360 1.331 -2.173
21 H 2.085 3.779 -1.842
22 H 3.560 3.207 -1.070
23 H 1.849 3.916 0.576
24 H 2.268 2.211 0.777
25 H -0.103 4.342 -0.868
26 H -1.402 3.355 -0.158
27 H 0.120 2.497 -2.658
28 H -1.486 3.274 -2.673
29 H -1.904 0.883 -3.707
30 H -2.414 -0.208 -2.411
31 H 0.474 0.204 -3.335
32 H -0.541 -1.217 -3.676
33 H 1.829 -1.563 -2.488
34 H 0.858 -2.858 -1.771
35 H 2.742 -2.325 -0.279
36 H 1.215 -1.886 0.510
37 O -2.185 1.636 3.048
38 C -2.298 0.788 2.176
39 O -2.258 0.991 0.891
40 C -2.506 -0.687 2.592
41 C -2.764 -1.621 1.398
42 C -3.286 -2.979 1.853
43 C -2.010 -3.616 2.466
44 C -0.981 -2.511 2.252
45 O -1.400 -1.948 0.967
46 C -1.212 -1.343 3.240
47 C 0.065 -0.484 3.313
48 O 0.665 -0.400 4.367
49 O 0.441 -0.018 2.156
50 H -3.335 -0.691 3.297
51 H -3.310 -1.157 0.587
52 H -3.646 -3.555 1.001
53 H -4.104 -2.878 2.567
54 H -1.726 -4.525 1.936
55 H -2.113 -3.855 3.525
56 H 0.049 -2.848 2.190
57 H -1.397 -1.713 4.244

Cartesian forces, eV/Å:
1.3 -1.0 -1.5
-0.1 -0.1 0.2
-0.1 0.2 -0.1
0.1 -0.1 0.1
0.2 -0.1 -0.2
-0.4 -0.1 -0.1
0.3 1.6 -0.3
0.2 -0.3 -0.1
0.0 -0.2 0.2
-0.2 0.2 -1.0
0.4 0.2 0.3
0.1 0.0 0.3
0.3 -0.7 -1.4
-0.1 0.3 0.0
-0.2 0.3 -0.1
0.0 -0.4 -0.2
0.0 0.0 0.0
0.0 0.0 0.0
-0.1 0.0 -0.1
0.0 0.0 0.0
0.0 0.1 0.0
0.0 0.0 0.0
0.0 0.1 0.0
-0.1 0.0 0.1
0.1 0.0 -0.1
0.0 0.0 0.1
0.0 0.0 0.0
-0.1 0.1 0.0
0.0 0.0 -0.1
0.0 0.0 0.1
0.1 0.0 0.0
-0.1 0.0 0.0
0.0 0.0 0.0
-0.1 -0.1 0.0
0.1 0.0 0.0
0.2 0.0 -0.2
-0.1 -0.2 -0.1
-0.4 0.2 -0.2
-2.4 0.8 1.6
0.4 -0.1 0.0
0.4 0.0 0.3
0.1 -0.1 0.1
-0.1 0.0 0.1
-0.2 0.3 -0.2
-0.3 -0.2 0.4
-0.3 0.0 -0.3
0.2 0.0 -0.6
0.0 0.1 0.0
0.8 -0.7 3.2
0.0 -0.1 0.1
0.0 0.1 -0.1
0.0 0.0 0.0
0.0 0.0 0.0
0.0 0.0 0.0
0.0 0.0 0.0
0.1 0.0 0.0
-0.1 0.0 0.0

=====

A structure of composition C18H29AuN2. Source: the Open Molecules 2025 dataset; level of theory: ωB97M-V with the def2-TZVPD basis set.

## Properties
Multiplicity = 3
LUMO level (spin up / spin down) = -6.16 / -10.02 eV
Highest occupied orbital energy (spin up / spin down) = -14.03 / -14.03 eV
HOMO-LUMO gap (spin up / spin down) = 7.9 / 4.0 eV
Net charge = +2

Positions of all 50 atoms, in Å:
1 C -3.081 0.587 0.409
2 H -3.333 1.484 1.011
3 H -3.554 0.850 -0.578
4 H -1.602 0.827 1.091
5 C -3.744 -0.647 1.088
6 H -3.213 -1.583 0.825
7 H -3.599 -0.482 2.175
8 C -5.236 -0.775 0.778
9 H -5.619 -1.702 1.202
10 H -5.798 0.050 1.219
11 H -5.424 -0.786 -0.300
12 C 1.921 -0.610 -1.429
13 C 0.948 -1.623 -1.277
14 C -0.293 -1.150 -1.810
15 C -0.052 0.250 -2.270
16 C 1.342 0.511 -2.037
17 C 2.070 1.714 -2.497
18 C -0.801 0.916 -3.369
19 C -1.408 -2.003 -2.305
20 C 1.214 -2.984 -0.756
21 C 3.370 -0.758 -1.145
22 Au -1.277 0.373 -0.414
23 H -0.521 1.975 -3.405
24 H -0.555 0.475 -4.346
25 H -1.883 0.859 -3.214
26 H 1.373 2.480 -2.845
27 H 2.674 2.142 -1.686
28 H 2.752 1.485 -3.330
29 H 3.540 -1.517 -0.369
30 H 3.940 -1.068 -2.038
31 H 3.798 0.197 -0.807
32 H 0.278 -3.511 -0.557
33 H 1.798 -3.586 -1.467
34 H 1.790 -2.936 0.176
35 H -2.342 -1.432 -2.331
36 H -1.207 -2.384 -3.319
37 H -1.564 -2.864 -1.644
38 N 3.101 1.710 4.739
39 C 2.258 1.453 3.710
40 C 1.893 2.474 2.801
41 C 0.974 2.167 1.790
42 N 0.427 0.946 1.675
43 C 0.807 -0.043 2.502
44 C 1.701 0.170 3.540
45 H 3.517 2.623 4.871
46 H 3.373 0.983 5.384
47 H 2.279 3.483 2.895
48 H 0.667 2.933 1.083
49 H 0.365 -1.033 2.348
50 H 1.939 -0.643 4.234

Cartesian forces, eV/Å:
-3.0 1.0 1.3
0.2 -0.4 -0.3
0.4 -0.3 0.5
-0.8 0.0 -0.1
0.8 0.0 0.3
-0.3 0.4 0.1
-0.1 -0.4 -0.5
0.2 0.2 -0.1
0.0 0.0 0.0
0.0 0.0 -0.1
0.0 0.0 0.1
1.4 -0.2 0.2
-0.7 -0.8 0.3
0.6 0.6 -1.2
0.6 -1.6 -0.8
-0.5 1.1 -0.3
-0.2 0.3 0.0
-0.4 0.7 0.3
-0.4 -0.2 0.5
-0.3 0.0 0.2
-0.1 0.0 0.5
2.4 -0.2 -0.4
-0.2 -0.2 -0.1
0.0 0.0 0.2
0.1 0.0 -0.2
0.2 -0.1 0.1
0.0 -0.1 -0.1
-0.1 -0.1 0.2
0.0 0.2 -0.2
-0.3 0.1 0.1
-0.1 -0.2 -0.1
0.2 0.0 0.0
-0.1 0.2 0.1
0.0 0.0 -0.2
0.1 -0.2 -0.2
0.1 0.2 0.2
0.0 0.1 -0.2
0.0 0.0 -0.1
0.2 0.4 0.4
-0.7 -0.4 -0.8
0.8 -0.2 1.4
-0.1 -0.2 -0.9
0.5 0.6 0.6
-0.3 -0.4 -0.3
-0.2 -0.3 -0.1
-0.1 0.2 -0.1
0.0 -0.1 0.0
-0.1 -0.1 0.1
0.0 0.4 0.1
0.0 0.3 -0.3

=====

A structure of composition C18H29FeN2. Source: the Open Molecules 2025 dataset; level of theory: ωB97M-V with the def2-TZVPD basis set.

## Properties
Multiplicity = 6
LUMO level (spin up / spin down) = -6.88 / -9.12 eV
Highest occupied orbital energy (spin up / spin down) = -15.26 / -15.52 eV
HOMO-LUMO gap (spin up / spin down) = 8.4 / 6.4 eV
Net charge = +2

Positions of all 50 atoms, in Å:
1 C 1.869 2.701 -0.783
2 H 2.687 3.353 -0.453
3 H 2.197 2.198 -1.701
4 H 1.719 1.934 -0.015
5 C 0.591 3.509 -1.028
6 H -0.218 2.830 -1.328
7 H 0.268 3.976 -0.088
8 C 0.774 4.590 -2.099
9 H -0.150 5.156 -2.259
10 H 1.557 5.299 -1.809
11 H 1.067 4.145 -3.057
12 C -0.772 -1.865 -0.053
13 C -1.475 -1.138 -1.098
14 C -0.512 -0.785 -2.041
15 C 0.755 -1.407 -1.680
16 C 0.578 -2.147 -0.512
17 C 1.547 -3.071 0.145
18 C 1.992 -1.322 -2.511
19 C -0.724 0.012 -3.286
20 C -2.941 -0.866 -1.136
21 C -1.440 -2.563 1.086
22 Fe 0.126 0.019 0.036
23 H 2.878 -1.615 -1.949
24 H 1.925 -1.976 -3.384
25 H 2.164 -0.312 -2.885
26 H 2.578 -2.818 -0.098
27 H 1.458 -3.047 1.230
28 H 1.380 -4.104 -0.173
29 H -2.280 -1.989 1.475
30 H -1.824 -3.535 0.766
31 H -0.752 -2.737 1.912
32 H -3.175 0.009 -1.741
33 H -3.487 -1.713 -1.560
34 H -3.345 -0.685 -0.141
35 H 0.099 0.703 -3.474
36 H -0.798 -0.638 -4.161
37 H -1.637 0.602 -3.239
38 N 1.761 -0.768 2.559
39 C 0.458 -0.357 2.919
40 C 0.078 -0.320 4.268
41 C -1.197 0.136 4.609
42 C -2.073 0.555 3.608
43 C -1.662 0.502 2.275
44 N -0.423 0.038 1.955
45 H 2.062 -0.730 1.576
46 H 2.439 -1.064 3.276
47 H 0.766 -0.627 5.045
48 H -1.499 0.176 5.647
49 H -3.059 0.921 3.862
50 H -2.330 0.831 1.491

Cartesian forces, eV/Å:
-0.1 0.4 -0.7
-0.1 -0.3 0.1
0.0 0.1 0.1
0.0 -0.3 0.5
0.1 0.2 0.2
-0.2 -0.1 -0.1
0.0 -0.1 -0.1
0.0 -0.1 0.0
0.2 -0.1 0.1
-0.2 -0.1 0.0
0.0 0.1 0.1
-0.9 -2.1 -0.7
0.0 -0.6 1.4
1.0 0.5 -1.0
0.3 0.9 -1.1
-0.9 -0.1 1.0
0.2 0.2 0.2
0.2 0.1 0.0
0.0 0.2 0.0
0.0 0.4 0.1
0.0 0.0 0.1
0.2 0.8 -0.4
0.0 -0.1 0.0
-0.1 0.0 0.0
-0.1 0.0 0.0
0.0 0.0 -0.1
-0.1 -0.1 0.0
-0.1 0.1 -0.1
0.0 -0.1 0.0
0.0 0.0 0.0
0.0 -0.1 0.0
0.0 0.0 -0.1
0.1 -0.1 0.0
0.0 -0.1 0.1
0.1 -0.1 0.0
0.0 -0.1 0.1
0.0 -0.1 0.0
-1.5 0.4 -0.2
1.0 -0.1 0.0
-0.7 0.2 0.1
0.9 -0.3 -0.4
0.0 0.1 -1.2
0.1 -0.2 2.1
0.9 0.5 0.1
0.0 -0.1 1.2
-0.7 0.4 -0.8
0.0 0.0 -0.1
0.0 0.0 0.0
0.1 0.0 -0.1
0.2 0.0 -0.2

=====

A structure of composition C18H29HfN2O5P2S. Source: the Open Molecules 2025 dataset; level of theory: ωB97M-V with the def2-TZVPD basis set.

## Properties
Multiplicity = 1
LUMO level = -3.50 eV
Highest occupied orbital energy = -11.57 eV
HOMO-LUMO gap = 8.1 eV
Net charge = +1

Positions of all 58 atoms, in Å:
1 C 2.737 -3.631 -1.602
2 C 2.025 -2.451 -1.376
3 N 1.449 -2.203 -0.171
4 C 1.607 -3.088 0.842
5 C 2.349 -4.251 0.673
6 C 2.908 -4.545 -0.566
7 C 1.904 -1.451 -2.503
8 P 1.656 0.290 -1.936
9 Hf 0.191 -0.270 0.117
10 P -0.446 -1.659 2.177
11 C 0.979 -2.841 2.204
12 O -0.277 -1.847 -4.100
13 O -1.888 -0.266 -2.839
14 H 3.152 -3.792 -2.592
15 H 2.447 -4.918 1.525
16 H 3.459 -5.461 -0.724
17 C 3.314 0.968 -1.700
18 C 0.980 1.218 -3.330
19 H 0.599 -3.784 2.625
20 H 1.721 -2.440 2.914
21 H 1.014 -1.714 -3.206
22 H 2.820 -1.448 -3.114
23 C -0.507 -0.869 3.803
24 C -1.876 -2.773 2.139
25 H -1.717 -0.540 -1.879
26 H -2.571 0.428 -2.768
27 H -1.013 -1.281 -3.689
28 H -0.594 -2.763 -4.123
29 H 1.578 0.227 0.999
30 H -1.120 -1.049 -0.728
31 H 3.835 1.067 -2.661
32 H 3.201 1.953 -1.227
33 H 3.886 0.324 -1.024
34 H 1.614 1.102 -4.219
35 H -0.047 0.884 -3.529
36 H 0.949 2.274 -3.032
37 H -1.946 -3.356 3.066
38 H -2.778 -2.162 2.008
39 H -1.788 -3.445 1.277
40 H -0.665 -1.605 4.601
41 H 0.416 -0.303 3.974
42 H -1.337 -0.149 3.791
43 O -2.826 1.032 -0.202
44 C -2.099 1.882 0.347
45 N -0.758 1.653 0.572
46 S 0.123 2.909 1.298
47 O 0.544 2.493 2.612
48 O 1.087 3.400 0.348
49 C -1.350 3.894 1.362
50 C -1.451 5.169 1.904
51 C -2.715 5.774 1.927
52 C -3.843 5.098 1.424
53 C -3.715 3.817 0.883
54 C -2.449 3.223 0.853
55 H -0.556 5.657 2.285
56 H -2.829 6.776 2.342
57 H -4.820 5.584 1.461
58 H -4.563 3.259 0.488

Cartesian forces, eV/Å:
-0.1 0.0 0.3
0.3 0.0 -0.1
0.1 -0.2 -0.1
0.2 -0.4 0.0
-0.2 0.1 0.1
-0.3 0.5 -0.2
-0.1 0.2 -0.2
0.8 -0.4 -1.0
-1.6 3.0 -0.6
0.2 -1.2 1.1
-0.2 0.2 0.2
-1.4 0.0 -0.1
-0.5 0.6 1.3
0.0 -0.1 0.2
0.1 0.0 -0.2
0.0 0.0 0.0
0.1 0.2 0.3
-0.3 0.1 -0.1
0.3 0.2 -0.1
-0.1 -0.1 -0.3
1.1 0.3 1.0
-0.2 -0.3 0.1
0.0 0.2 0.2
-0.3 0.1 -0.2
-0.4 0.1 -1.0
0.3 -0.5 -0.2
0.7 -0.8 -0.8
-0.1 0.4 -0.1
2.3 0.2 1.8
-1.6 -2.0 -1.0
-0.1 0.0 0.2
0.1 -0.2 -0.1
-0.1 0.1 -0.1
-0.2 0.0 0.2
0.4 0.1 0.0
0.1 -0.2 -0.1
0.0 0.1 -0.2
0.1 -0.2 0.1
-0.1 0.1 0.2
0.0 0.2 -0.2
-0.2 -0.1 0.0
0.2 -0.2 0.1
1.0 1.6 1.0
-0.4 -1.3 -0.7
1.3 -1.1 -0.1
-1.1 -0.6 -0.4
-0.1 0.4 -0.6
-0.3 -0.1 0.4
0.1 0.9 0.5
-0.2 -0.1 -0.1
0.0 -0.3 -0.1
0.3 0.0 0.1
0.3 -0.1 0.0
-0.7 0.5 0.1
-0.3 0.1 0.0
0.0 -0.3 -0.1
0.3 -0.2 0.0
0.1 0.2 0.1

=====

no.,strongest force on any atom (eV/A)
1,1.432
2,3.350
3,3.469
4,2.372
5,3.508